One molecule with the formula C2H4N4O in a non-equilibrium geometry, computed with ωB97M-V/def2-TZVPD.

Geometry as XYZ:
```
11
C2H4N4O (ωB97M-V/def2-TZVPD)
C 0.78146 1.54034 -0.06676
C -0.23970 -1.59721 -0.41224
H -0.00098 1.86222 0.68324
H 1.54850 0.93946 0.37247
H 1.27523 2.41973 -0.66940
H 0.52933 -1.78954 -1.23565
N -0.45940 -0.26120 -0.24623
N -0.83386 -2.30316 0.48759
N -1.42925 -1.34984 1.28682
N -1.21416 -0.18233 0.82932
O 0.04282 0.72153 -1.02916
```

Summary:
* E_HOMO: -10.85 eV
* ΔE to the lowest compared entry with this formula, charge and spin: 4.581 eV
* DFT total energy: -10142.5539 eV
* LUMO energy: 0.756 eV
* structure (SMILES): COn1cnnn1
* strongest force on any atom: 0.08379 hartree/bohr
* orbital gap: 0.426 Ha